[1]
C31H54ClNO3P2PtSSi2 | wB97M-V/def2-TZVPD

Each line ends with the Mulliken charge.
CARTESIAN COORDINATES (ANGSTROEM)
Pt1 -0.19 -0.75 -0.85  1.417
C1 1.59 -2.06 1.47  -0.510
C2 0.25 -2.49 1.34  0.141
C3 0.06 -2.82 -0.08  -0.811
Si1 -1.10 -2.18 2.59  0.026
C4 1.27 -2.43 -0.79  -1.153
C5 2.20 -1.87 0.21  -0.048
Si2 3.59 -0.67 -0.14  0.049
H1 2.10 -1.92 2.42  0.831
H2 -0.72 -3.47 -0.50  0.756
H3 1.53 -2.75 -1.80  0.752
Cl1 -2.22 0.38 -3.68  0.124
C6 4.39 -0.06 1.43  -1.226
C7 4.86 -1.49 -1.24  -1.116
C8 -0.43 -1.61 4.23  -1.121
C9 -2.13 -3.73 2.79  -1.114
H4 5.14 -2.44 -0.77  0.391
H5 5.75 -0.85 -1.29  0.327
H6 4.51 -1.69 -2.26  0.303
H7 3.87 0.80 1.86  0.233
H8 5.43 0.24 1.21  0.461
H9 4.42 -0.86 2.19  0.341
H10 -1.45 -4.57 2.99  0.380
H11 -2.75 -3.98 1.93  0.273
H12 -2.79 -3.61 3.67  0.332
H13 0.55 -2.08 4.43  0.336
H14 -1.12 -1.92 5.03  0.469
H15 -0.31 -0.52 4.28  0.166
C10 2.79 0.85 -0.95  -1.101
C11 -2.12 -0.73 1.91  -0.877
P1 1.40 0.46 -2.07  0.240
H16 3.55 1.47 -1.44  1.101
H17 2.35 1.44 -0.13  0.136
P2 -2.30 -0.74 0.09  0.050
H18 -1.60 0.21 2.15  -0.211
H19 -3.10 -0.70 2.41  1.000
C12 -3.51 0.66 -0.16  0.905
C13 -3.27 -2.30 -0.34  1.426
C14 2.14 -0.57 -3.47  1.339
C15 1.04 2.10 -2.89  0.943
C16 -0.08 2.87 -2.18  -0.784
H20 0.68 1.80 -3.89  0.301
C17 2.24 3.03 -3.04  -1.761
H21 2.60 3.36 -2.05  0.323
H22 1.92 3.92 -3.59  0.490
H23 3.08 2.59 -3.59  0.310
H24 -1.05 2.47 -2.49  -0.064
H25 -0.06 3.93 -2.48  0.565
H26 0.01 2.82 -1.09  0.089
H27 2.49 -1.48 -2.96  -0.161
C18 3.35 0.10 -4.14  -2.024
C19 1.11 -0.99 -4.53  -1.482
H28 4.11 0.44 -3.43  0.370
H29 3.05 0.94 -4.79  0.390
H30 3.84 -0.65 -4.79  0.457
H31 0.26 -1.52 -4.10  0.121
H32 1.61 -1.66 -5.24  0.496
H33 0.73 -0.12 -5.10  0.318
H34 -2.59 -3.11 -0.02  -0.174
C20 -3.53 -2.48 -1.84  -1.492
C21 -4.59 -2.45 0.44  -2.059
H35 -4.47 -2.31 1.53  0.379
H36 -4.96 -3.48 0.29  0.468
H37 -5.37 -1.77 0.07  0.398
H38 -2.61 -2.44 -2.43  0.097
H39 -4.23 -1.72 -2.23  0.325
H40 -3.99 -3.47 -2.00  0.501
C22 -2.79 2.00 -0.33  -0.265
C23 -4.56 0.83 0.94  -1.820
H41 -4.00 0.39 -1.11  0.425
H42 -4.10 1.23 1.85  0.334
H43 -5.11 -0.08 1.18  0.345
H44 -5.29 1.58 0.58  0.489
H45 -2.02 2.17 0.44  0.059
H46 -3.51 2.82 -0.28  0.644
H47 -2.31 2.05 -1.31  -0.468
C24 -2.80 -0.29 -5.19  -1.109
H48 -2.51 -1.34 -5.31  0.302
H49 -3.89 -0.20 -5.19  0.371
H50 -2.39 0.30 -6.02  0.370
O1 -1.69 3.88 3.83  -0.723
S1 -0.45 3.91 3.09  1.178
O2 0.10 5.18 2.68  -0.714
N1 -0.46 2.79 1.87  -0.380
C25 0.48 1.83 2.02  -1.526
O3 0.72 0.93 1.17  0.365
C26 1.17 1.92 3.32  0.129
C27 2.07 1.01 3.88  0.475
C28 2.60 1.28 5.14  -1.668
C29 2.21 2.45 5.83  -0.738
C30 1.29 3.34 5.27  -0.529
C31 0.79 3.04 4.01  -0.117
H51 2.34 0.11 3.34  1.040
H52 3.30 0.58 5.60  0.406
H53 2.64 2.66 6.81  0.363
H54 0.96 4.25 5.77  0.409

Its gap between HOMO and LUMO (spin up / spin down) is 0.148 / 0.184 Eh. The multiplicity is 5. As for the expectation value of S²: 6.04. The value obtained for the lowest unoccupied orbital energy (spin up / spin down) is -0.05 / -2.78 eV.

---

[2]
C9H11NO | wB97M-V/def2-TZVPD

Each line ends with the Mulliken charge.
CARTESIAN COORDINATES (ANGSTROEM)
C1 2.06 -1.55 0.26  -1.037
C2 1.28 -1.26 1.53  0.705
O1 1.12 -2.07 2.42  -0.599
C3 0.54 0.09 1.55  -1.501
C4 -0.09 0.54 0.20  0.588
C5 0.57 1.51 -0.50  -0.267
C6 -0.01 1.98 -1.63  -0.604
C7 -1.20 1.39 -2.12  -0.520
C8 -1.99 0.55 -1.34  -0.639
C9 -1.39 0.16 -0.11  0.584
N1 -1.99 -0.83 0.70  -0.420
H1 2.22 -0.61 -0.26  0.254
H2 1.58 -2.47 -0.11  0.272
H3 2.98 -1.98 0.44  0.483
H4 1.40 0.72 1.84  0.458
H5 -0.11 -0.06 2.32  0.571
H6 1.60 1.84 -0.13  0.256
H7 0.57 2.70 -2.19  0.364
H8 -1.67 1.71 -3.06  0.311
H9 -2.92 0.06 -1.47  0.395
H10 -1.57 -1.61 1.11  0.151
H11 -2.96 -0.81 0.55  0.193

Its gap between HOMO and LUMO is 0.331 Eh. As for the SMILES: CC(=O)Cc1ccccc1N. The value obtained for the lowest unoccupied orbital energy is 0.84 eV.

---

[3]
C26H19N6O2PPtS | wB97M-V/def2-TZVPD

Each line ends with the Mulliken charge.
CARTESIAN COORDINATES (ANGSTROEM)
Pt1 0.76 -1.29 -0.53  0.563
O1 -3.20 -2.21 1.73  -0.751
C1 -2.31 -1.34 1.72  -0.215
O2 -1.06 -1.50 1.69  -0.539
C2 -2.74 0.10 1.55  1.062
C3 -3.98 0.53 2.03  -0.511
C4 -4.32 1.87 1.98  -0.602
C5 -3.44 2.79 1.44  -0.807
C6 -2.23 2.37 0.93  -0.520
C7 -1.88 1.02 0.96  0.785
P1 -0.20 0.60 0.36  -0.101
C8 0.80 1.27 1.72  0.765
C9 1.02 0.44 2.81  -0.572
C10 1.73 0.92 3.91  -0.787
C11 2.21 2.22 3.91  -0.469
C12 1.98 3.05 2.83  -0.861
C13 1.28 2.58 1.73  -0.209
C14 -0.02 1.70 -1.10  0.880
C15 -1.11 1.91 -1.94  -0.476
C16 -0.97 2.62 -3.12  -0.732
C17 0.27 3.12 -3.48  -0.538
C18 1.37 2.91 -2.66  -0.788
C19 1.23 2.19 -1.48  -0.407
H1 -4.64 -0.22 2.45  0.522
H2 -5.28 2.20 2.37  0.406
H3 -3.69 3.85 1.42  0.438
H4 -1.55 3.10 0.50  0.390
H5 0.63 -0.57 2.80  0.446
H6 1.90 0.27 4.75  0.427
H7 2.77 2.59 4.76  0.390
H8 2.36 4.06 2.82  0.424
H9 1.10 3.24 0.89  0.367
H10 -2.09 1.53 -1.66  0.449
H11 -1.83 2.78 -3.76  0.411
H12 0.39 3.68 -4.41  0.402
H13 2.34 3.29 -2.94  0.454
H14 2.10 2.03 -0.86  0.113
N1 -2.50 -3.76 -1.44  0.209
C20 -2.13 -2.55 -1.04  -0.276
N2 -0.82 -2.45 -1.16  -0.078
C21 -0.44 -3.67 -1.63  0.194
N3 -1.43 -4.50 -1.82  -0.750
C22 0.98 -3.95 -1.80  0.614
C23 1.52 -5.13 -2.30  -0.314
N4 2.83 -5.29 -2.41  -0.578
C24 3.60 -4.28 -2.03  -0.306
C25 3.08 -3.09 -1.53  -0.042
N5 1.77 -2.94 -1.41  -0.137
H15 -3.42 -4.15 -1.44  0.213
H16 -2.83 -1.83 -0.65  0.578
H17 0.87 -5.94 -2.60  0.444
H18 4.67 -4.41 -2.13  0.398
H19 3.71 -2.27 -1.20  0.265
S1 4.86 0.90 0.33  -0.401
C26 3.49 0.09 0.13  0.534
N6 2.49 -0.50 -0.02  -0.375

Its gap between HOMO and LUMO is 0.255 Eh. The value obtained for the lowest unoccupied orbital energy is -1.19 eV.